1.
The following is a DFT calculation (the ωB97M-V functional and the def2-TZVPD basis) of a single C9H11FO3S molecule at a distorted geometry.

```
25
Properties=species:S:1:pos:R:3:forces:R:3
C -3.8704 0.5465 -0.2634 -0.53 -1.63 -1.42
H 3.6934 1.2441 0.5938 -0.99 -0.67 0.42
S 0.0988 -1.2808 0.7122 -0.13 0.17 -2.14
C -1.6284 -0.7383 0.3307 3.41 -3.28 -0.41
O 4.5308 -0.5742 0.7360 0.40 -1.03 -0.57
H 2.5765 -1.1240 -0.8071 -0.68 -0.76 0.22
H 0.2754 0.2571 -1.2879 1.39 -0.92 1.66
H -4.7086 1.1443 -0.4166 -1.58 0.53 -0.97
C 0.8732 0.1400 -0.2865 -1.81 0.79 -0.73
C 2.3799 -0.0982 -0.5388 1.27 0.28 0.67
C -2.3640 -1.3302 -0.6471 -2.78 2.81 -0.49
H -3.4164 1.8173 1.4312 0.13 -1.01 -0.87
O 2.7162 0.5984 -1.6951 1.15 1.86 -1.35
H 2.6841 -0.0208 1.5156 0.19 0.37 0.72
C 3.3336 0.1765 0.6716 -0.19 1.26 0.07
H -1.4642 0.6933 1.8855 0.84 -0.37 0.34
C -2.0095 0.2581 1.0736 -0.26 3.27 2.94
H -2.0240 -2.1836 -1.1067 0.66 -1.81 -1.22
O 0.4248 -2.3916 -0.2381 -0.19 -0.21 0.70
H 3.3956 1.3253 -1.6241 -1.19 -1.32 0.50
C -3.1437 0.9313 0.7950 -0.53 2.04 1.61
H 4.8838 -0.8452 1.6105 -1.12 0.62 -0.70
H -4.1858 -0.9374 -1.8148 -0.18 -0.17 -0.22
F 0.5080 1.3550 0.3604 1.20 -0.72 -0.08
C -3.5573 -0.6141 -1.0094 1.54 -0.12 1.32
```
Forces are in eV/Å.

Results
calculated total energy: -1073.208253 Ha
LUMO energy: 0.61 eV
molar mass: 218.249 g/mol
energy above the lowest of the compared OMol25 structures with the same formula, charge and spin: 0.000 eV
HOMO energy: -9.20 eV
max |F|: 0.0924 Eh/bohr
orbital gap: 9.817 eV
charge: 0


2.
The following is a DFT calculation (the ωB97M-V functional and the def2-TZVPD basis) of a single C9H11FOS molecule at a distorted geometry.

```
23
Properties=species:S:1:pos:R:3:forces:R:3
H 5.3709 1.0163 0.7681 -0.94 -0.07 -0.91
C -2.7325 0.3562 0.0404 -0.96 1.28 -0.52
C -0.5497 0.1941 1.0453 0.35 -2.10 -0.78
O 3.7995 -0.3178 0.5688 0.63 0.43 0.74
C -2.4861 -0.8524 -0.6353 -1.42 0.30 0.29
H -1.1996 -2.5019 -0.8770 0.22 0.02 -0.32
S 1.0685 -2.0480 0.6045 2.90 1.32 0.09
H 3.1185 -2.0176 -0.3868 0.80 -0.66 -0.01
C -0.3487 -1.0831 0.4815 -1.03 1.64 -1.48
H 2.7013 -0.5100 -1.0284 -1.63 0.90 -1.78
H -4.8977 0.4824 -0.1314 0.42 0.84 -0.59
C -1.3066 -1.5159 -0.4495 0.46 -0.78 1.16
H -3.9497 1.7665 -1.1234 -0.39 -0.65 -0.15
C -4.0579 1.2182 -0.1784 0.50 -0.84 0.54
C -1.6975 0.8851 0.8111 -1.26 0.15 -0.17
H -4.3371 2.0597 0.5251 0.95 -1.26 -0.10
C 4.6511 0.7479 -0.0542 -1.36 -2.69 0.23
H -1.8893 1.8404 1.2596 0.23 0.37 0.25
H 0.2488 0.5508 1.6058 1.08 0.94 1.19
F 3.8283 1.7220 -0.4614 -0.51 1.48 0.33
H -3.2303 -1.4047 -1.2267 0.07 0.79 0.11
H 5.1147 0.4485 -1.0184 0.21 -0.56 0.90
C 2.7814 -1.0369 -0.1391 0.67 -0.84 0.97
```
Forces are in eV/Å.

Results
calculated total energy: -922.728601 Ha
LUMO energy: 0.28 eV
molar mass: 186.251 g/mol
energy above the lowest of the compared OMol25 structures with the same formula, charge and spin: 1.134 eV
HOMO energy: -8.26 eV
max |F|: 0.0620 Eh/bohr
SMILES: Cc1ccc(SCOCF)cc1
orbital gap: 8.542 eV
charge: 0


3.
The following is a DFT calculation (the ωB97M-V functional and the def2-TZVPD basis) of 2 unconnected molecules or ions with the total composition C9H11FSi at a distorted geometry.

```
22
Properties=species:S:1:pos:R:3:forces:R:3
C 1.0896 -1.5170 0.8199 -0.44 -0.18 -0.08
H -3.5346 -0.6108 0.4781 -0.08 -0.01 0.15
H 4.4104 -1.4755 1.4685 0.03 -0.03 0.03
Si -1.9820 1.2369 -0.2845 0.25 0.30 0.31
H 2.5834 -3.0521 0.9651 -0.02 -0.06 0.00
H -2.4697 2.5238 -2.3505 -0.11 0.05 -0.10
H -1.0872 3.2097 -1.5063 0.06 0.00 0.19
H 0.2884 -2.2031 0.5849 -0.09 -0.09 0.00
F -2.7564 2.2106 0.7606 -0.16 -0.05 -0.14
C -1.5629 2.2774 -1.7983 -0.50 -0.35 0.00
H -2.2451 -1.0470 -2.2595 0.08 0.03 -0.13
H 3.9598 0.9440 1.6142 0.01 0.05 0.02
C 1.8669 0.7342 1.1914 -0.35 0.38 -0.02
C 0.8716 -0.1680 0.9126 1.04 -0.39 0.24
H -3.3797 -2.1711 -1.3633 -0.03 -0.19 0.03
C -2.9297 -0.3576 -0.3834 0.06 0.61 -0.20
C 2.3808 -1.9923 1.0338 0.00 0.04 -0.07
H 1.6701 1.7949 1.2494 -0.05 0.15 0.02
C 3.1555 0.2539 1.3990 -0.02 -0.05 -0.06
H -0.8927 1.7509 -2.4701 0.12 -0.12 -0.07
C -2.8423 -1.2357 -1.3787 0.02 -0.05 -0.15
C 3.4056 -1.1060 1.3170 0.19 -0.04 0.04
```
Forces are in eV/Å.

Results
calculated total energy: -738.793097 Ha
spin multiplicity: 3
LUMO energy (spin up / spin down): 0.85 / -1.25 eV
molar mass: 166.271 g/mol
HOMO energy (spin up / spin down): -6.52 / -9.39 eV
max |F|: 0.0222 Eh/bohr
orbital gap (spin up / spin down): 7.372 / 8.136 eV
charge: 0


4.
The following is a DFT calculation (the ωB97M-V functional and the def2-TZVPD basis) of a molecular structure, C9H11I2O7PtS2Se3Te.

```
36
Properties=species:S:1:pos:R:3:forces:R:3
C 2.3382 -0.6811 -0.4075 -0.10 0.00 -0.08
H -4.2279 -0.6467 -0.4187 0.00 0.01 -0.01
H -5.4913 2.2294 -0.5983 0.00 -0.01 0.00
H 5.5100 -0.5533 0.9055 0.02 -0.03 -0.03
H -3.5942 2.0031 0.9628 0.00 0.01 0.00
O -2.3412 1.2220 -0.4833 -0.17 0.09 -0.24
C -4.1828 -0.0015 0.4602 -0.04 -0.01 0.01
H -4.0396 3.0099 -1.2540 0.00 0.00 0.01
O 1.8442 -0.3497 -3.0404 -0.31 -0.51 0.14
Se -1.5907 1.3392 2.6034 0.00 -0.03 -0.07
H 4.0586 0.5534 -0.7722 0.00 0.00 0.00
C 1.9812 -2.0483 0.0605 0.03 0.16 -0.07
C -4.4834 2.0525 -0.9795 0.00 0.01 -0.04
C 4.5655 -1.0102 0.6404 -0.02 0.03 -0.01
C 4.0989 -2.0964 1.2676 -0.05 0.03 0.06
H -4.5469 1.4331 -1.8758 0.00 -0.01 0.01
H -5.1848 0.0967 0.8839 0.00 -0.01 -0.01
O 1.9880 1.5703 -1.5749 -0.02 -0.03 -0.05
H 4.6436 -2.5332 2.0945 0.01 -0.02 -0.02
Se -0.3909 3.6090 -1.7447 -0.01 0.07 -0.07
O -0.1513 -2.6472 -1.3503 -0.04 -0.04 0.05
I 1.7552 0.6686 1.3486 0.28 -0.06 -0.13
C 3.8352 -0.4811 -0.5373 -0.04 0.06 0.16
I 4.6842 -1.5741 -2.2394 0.04 0.00 -0.06
C 2.8464 -2.6936 0.8609 0.05 -0.12 -0.06
O 0.2689 -3.8781 0.7245 0.02 0.02 0.06
Se -0.4646 4.7251 0.0948 -0.02 0.02 0.08
O 0.0220 0.1317 -1.4922 -0.14 0.16 0.09
S 1.4773 0.2289 -1.7846 0.45 0.63 -0.04
O -0.3017 -1.5327 0.8479 -0.75 0.13 0.22
Te 0.1655 2.5259 3.8052 -0.09 0.00 0.00
H 2.5370 -3.6424 1.2785 -0.01 0.02 0.02
S 0.2848 -2.6226 0.0159 0.28 0.01 -0.20
Pt -0.7367 0.7197 0.4258 0.57 -0.49 0.21
H -3.5438 -0.4884 1.1993 0.02 0.01 -0.01
C -3.6330 1.3620 0.0731 0.04 -0.10 0.04
```
Forces are in eV/Å.

Results
calculated total energy: -9859.643114 Ha
spin multiplicity: 5
LUMO energy (spin up / spin down): 1.36 / 0.29 eV
molar mass: 1108.680 g/mol
energy above the lowest of the compared OMol25 structures with the same formula, charge and spin: 2.457 eV
HOMO energy (spin up / spin down): -5.70 / -5.64 eV
max |F|: 0.0154 Eh/bohr
orbital gap (spin up / spin down): 7.058 / 5.934 eV
charge: -1


5.
The following is a DFT calculation (the ωB97M-V functional and the def2-TZVPD basis) of a gas-phase ion, C9H11IN (charge +1) at a distorted geometry.

```
22
Properties=species:S:1:pos:R:3:forces:R:3
H -0.4106 1.5051 1.9610 0.80 -0.79 0.43
H 2.0820 1.2627 -1.2608 -1.64 -1.86 0.95
C 0.8628 -1.7557 -0.0386 -4.47 0.33 0.61
H -2.3719 -2.4323 -0.1555 -0.72 0.51 0.14
C -0.3888 -1.8551 0.0916 4.30 1.14 -1.00
H 2.6523 -0.9121 0.1440 -0.77 1.12 -0.91
H -0.2228 1.4757 -1.9180 -0.47 -0.35 -0.33
H 1.9669 1.1387 0.8470 0.39 1.37 0.71
H 1.4599 -0.0158 -2.2427 0.98 -1.38 0.44
H -1.2761 1.8111 0.2023 -1.16 2.50 -0.54
C -2.1383 -0.1854 0.0842 1.12 -2.51 -0.93
C 1.3597 0.3184 -1.2106 0.51 2.25 -1.60
C 1.3532 0.3311 1.1489 -1.42 0.30 -0.01
H -0.6682 -0.4009 -1.7349 1.25 2.68 0.34
N 1.6719 -0.5614 -0.0192 0.51 -1.59 -0.51
I -4.1587 0.3690 0.0071 0.83 -0.13 0.03
C -0.1674 0.5849 -1.2919 -0.63 -1.17 0.97
H -0.4164 -0.3574 1.9824 -0.70 1.41 -0.77
H 1.7147 -0.2094 1.9728 0.75 -0.25 1.37
C -1.7578 -1.5491 -0.0228 -1.46 1.62 0.76
C -0.1932 0.5840 1.3928 2.05 -0.80 -0.31
C -0.9532 0.8538 0.0607 -0.05 -4.41 0.16
```
Forces are in eV/Å.

Results
calculated total energy: -701.528598 Ha
LUMO energy: -4.41 eV
molar mass: 260.098 g/mol
energy above the lowest of the compared OMol25 structures with the same formula, charge and spin: 6.317 eV
HOMO energy: -12.26 eV
max |F|: 0.0887 Eh/bohr
SMILES: I/C1=C/C#C[N@H+]2CC[C@@H]1CC2
orbital gap: 7.852 eV
charge: +1


6.
The following is a DFT calculation (the ωB97M-V functional and the def2-TZVPD basis) of 3 unconnected molecules or ions with the total composition C9H11N2O3 at a distorted geometry.

```
25
Properties=species:S:1:pos:R:3:forces:R:3
H -0.9587 -0.0915 0.1460 0.01 -0.47 -0.10
H 5.1909 0.0169 -0.3445 0.12 0.15 -0.19
H -4.0478 0.2327 -1.7658 0.51 0.05 -0.43
H 3.9522 -0.9058 1.8895 0.09 0.13 -0.18
H -2.3431 2.3151 -1.4858 0.38 -0.27 0.02
C -2.5216 1.4958 -0.8052 -0.52 -0.09 -0.90
O 0.9118 -2.4106 0.1888 1.49 -1.60 2.27
H 3.6282 0.5389 -2.0532 -0.87 0.06 0.21
C 2.1777 -0.4453 0.6435 -0.85 0.33 2.20
C -3.4096 0.4490 -0.9218 -0.76 1.17 -3.04
N -2.0669 1.4800 0.4739 -1.46 0.79 1.12
C -2.8206 0.5692 1.1706 -0.32 -1.61 0.16
C 2.0565 0.0897 -0.5912 -2.57 0.50 -1.56
O -0.2991 -0.5434 0.6773 -0.35 0.76 1.67
C -3.6037 -0.1735 0.2611 0.94 0.75 3.71
N 3.2741 0.2931 -1.1398 0.59 0.43 0.17
C -0.0332 -1.6818 -0.0127 -1.24 -1.24 -2.90
H 1.3930 -0.7774 1.3072 0.92 0.71 -0.30
C 3.5042 -0.5147 0.9880 1.76 1.08 -2.21
H -2.6218 0.3671 2.2127 0.10 0.05 -0.11
C 4.1250 -0.0029 -0.1713 3.70 -1.54 2.48
H -1.6151 2.2486 0.9485 0.19 -0.27 -0.32
O -0.7932 -1.8380 -0.9734 -2.09 0.20 -1.66
H -4.2396 -1.0089 0.5142 0.16 0.09 -0.12
H 1.1603 0.2979 -1.1567 0.06 -0.18 0.01
```
Forces are in eV/Å.

Results
calculated total energy: -684.748782 Ha
LUMO energy: 3.37 eV
molar mass: 195.198 g/mol
energy above the lowest of the compared OMol25 structures with the same formula, charge and spin: 2.397 eV
HOMO energy: -3.31 eV
max |F|: 0.0917 Eh/bohr
orbital gap: 6.679 eV
charge: -1


- Which value of charge does entry 6 give?
  -1


- What is the formula in the fifth record?
  C9H11IN